Molecular formula: C2H7NOS
Method: DFT, wB97M-V/def2-TZVPD

Summary:
Strongest force on any atom, eV Å⁻¹: 4.203
HOMO level, eV: -8.9
2S+1: 1

Each line ends with the Löwdin charge.
Element x y z (Å)
C (-0.13171, 1.67916, 0.84614)  -0.12
C (1.39415, -2.66008, -0.71300)  -0.29
N (-1.57019, 1.79872, 0.28461)  -0.05
O (-0.30735, -1.04643, -1.52848)  -0.58
S (1.00160, -1.60701, -1.87372)  0.89
H (0.30583, 1.01366, 0.20982)  0.01
H (0.34714, 2.62931, 0.82326)  0.06
H (2.33997, -3.15345, -0.82356)  0.01
H (-2.20917, 1.96969, 1.04761)  0.03
H (0.80958, -2.81571, 0.10001)  -0.01
H (-0.17311, 1.26424, 1.78912)  0.04
H (-1.80674, 0.92791, -0.16181)  0.02


Molecular formula: C2H7NOS
Method: DFT, wB97M-V/def2-TZVPD

Summary:
SMILES string: NC=O.CS
Strongest force on any atom, eV Å⁻¹: 1.606
HOMO level, eV: -9.0
2S+1: 1

Each line ends with the Löwdin charge.
Element x y z (Å)
N (3.93382, -0.10218, 3.43504)  0.12
C (2.77387, -0.24565, 2.74640)  -0.44
O (2.45037, -1.25068, 2.17868)  0.02
H (4.16181, 0.70760, 3.95346)  0.08
H (4.46751, -0.93880, 3.49829)  0.09
H (2.10022, 0.61537, 2.92231)  0.13
C (-3.38781, 0.16120, -2.65251)  -0.52
S (-3.86383, 0.62809, -4.32077)  0.63
H (-2.52489, -0.50777, -2.63491)  0.03
H (-4.19845, -0.37120, -2.15825)  0.02
H (-3.14324, 0.97724, -1.97524)  0.02
H (-2.76937, 0.32679, -4.99249)  -0.18


Molecular formula: C2H7NOSi
Method: DFT, wB97M-V/def2-TZVPD

Summary:
Strongest force on any atom, eV Å⁻¹: 4.431
HOMO level, eV: -10.4
2S+1: 1

Each line ends with the Löwdin charge.
Element x y z (Å)
C (-2.65652, -0.54682, -1.16493)  -0.04
C (0.56094, -1.36921, 0.15123)  -0.19
N (-2.40740, 0.27632, -0.37407)  0.07
O (1.05757, -0.27583, 0.84229)  -0.41
Si (1.08730, 1.20854, 0.14319)  0.58
H (1.04658, -2.14205, 0.70683)  0.09
H (-0.50735, -1.43139, 0.36076)  0.06
H (0.81854, -1.19178, -0.81993)  0.03
H (-2.17032, 0.85161, 0.32336)  0.01
H (0.45721, 0.77438, -1.10139)  -0.04
H (2.47903, 1.69977, 0.18055)  -0.06
H (0.23441, 2.14648, 0.75213)  -0.10


The records above yield relative energy (zero: lowest compared OMol25 entry of this formula, charge and spin) values of 61.4, 13.7, 68.1 kcal/mol, respectively.